{
  "formula": "C6H14O2",
  "method": "ωB97M-V/def2-TZVPD",
  "species": ["C", "H", "H", "H", "C", "H", "C", "C", "H", "H", "H", "H", "O", "H", "H", "C", "H", "H", "H", "C", "H", "O"],
  "coordinates": [[1.528532, -3.036062, -0.367284], [2.227620, 0.119406, 0.781797], [-0.943320, -0.499510, 1.087635], [2.725753, -1.200690, -1.892199], [0.592623, -1.793573, 1.673832], [2.496362, -3.523603, -0.334611], [1.335787, -1.739286, 0.368143], [-0.543972, -1.137959, 1.854556], [3.960180, -0.182498, -0.894240], [1.251072, -2.861057, -1.429494], [-4.177442, 2.406344, -0.311610], [2.425788, 0.473343, -1.578961], [-4.273212, 2.611971, -1.248968], [-3.245156, 5.398871, 0.661129], [1.178591, -2.493741, 2.288130], [2.911526, -0.415079, -1.191824], [-4.214481, 5.461183, -0.614725], [-1.209342, -1.197007, 2.714696], [-3.398894, 3.014063, -1.321169], [2.073650, -0.661850, 0.051739], [0.751542, -3.778203, -0.088115], [-3.453211, 5.034937, -0.208454]],
  "atomic_forces_ev_per_a": [[-2.2, -0.5, -1.3], [-0.7, 0.3, 0.2], [0.1, 0.1, -0.5], [0.7, -0.5, -0.6], [1.0, -0.4, -1.4], [0.3, 0.3, 0.2], [1.4, 0.8, 0.6], [-0.3, -0.2, 0.8], [-0.7, -0.4, -0.7], [0.5, -0.1, 0.4], [-0.8, -0.2, 0.1], [0.4, 0.4, -0.5], [0.7, -0.3, 0.4], [-0.5, 0.3, -0.4], [-1.2, 0.3, 0.7], [-0.8, 0.3, 1.6], [0.1, 0.1, 0.5], [0.5, -0.2, 0.2], [-0.1, 0.4, -0.7], [0.4, -0.5, 0.1], [0.5, 0.3, 0.2], [0.6, -0.2, 0.1]],
  "lowdin_charge": [-0.073, 0.100, 0.054, 0.049, -0.155, 0.079, -0.332, 0.008, 0.089, 0.084, 0.028, 0.068, -0.078, 0.046, 0.115, -0.084, 0.048, 0.051, 0.016, -0.134, 0.081, -0.060],
  "total_charge": 0,
  "de_lowest_kj_mol": 249.3,
  "multiplicity": 1,
  "homo_lumo_gap_ev": 9.4,
  "lumo_ev": 0.685
}

{
  "formula": "C3H3N2O5P",
  "method": "ωB97M-V/def2-TZVPD",
  "species": ["O", "O", "H", "P", "O", "H", "O", "N", "H", "N", "O", "C", "C", "C"],
  "coordinates": [[-1.737058, 0.995238, -1.636573], [1.010901, 0.603783, 2.639137], [0.710196, 1.430763, -0.378597], [-0.395063, 0.797744, 1.659016], [-0.854701, 2.210237, 1.821665], [1.136530, -0.372122, 2.579501], [-1.372825, -0.328732, 2.130980], [1.048507, -0.672872, -0.079817], [-0.826192, -0.996566, -2.704670], [-0.376584, -0.826800, -1.872937], [1.376388, -2.356870, -1.670426], [0.843176, -1.323743, -1.167009], [-0.784643, 0.287264, -1.224322], [0.221370, 0.552674, -0.095948]],
  "atomic_forces_ev_per_a": [[1.3, -0.8, 0.8], [-1.0, -0.8, -1.4], [1.2, 1.5, -0.3], [-2.2, -1.4, 2.1], [0.5, 0.1, -0.2], [0.1, 0.9, 0.0], [2.2, 1.7, -1.3], [0.8, 1.4, -0.1], [-0.6, -1.1, -2.2], [1.5, 1.8, 3.6], [-0.1, 0.9, 0.5], [-0.5, -2.7, -1.7], [-1.7, 1.4, -0.9], [-1.4, -3.1, 1.2]],
  "lowdin_charge": [-0.054, -0.274, 0.087, 0.347, -0.423, 0.027, -0.465, 0.039, 0.092, 0.161, -0.147, -0.641, -0.461, -0.288],
  "total_charge": -2,
  "de_lowest_kj_mol": 0.0,
  "multiplicity": 1,
  "homo_lumo_gap_ev": 7.4,
  "lumo_ev": 6.506
}

{
  "formula": "C27H33GeN2O3PdS3",
  "method": "ωB97M-V/def2-TZVPD",
  "species": ["H", "O", "H", "Pd", "C", "H", "C", "H", "H", "C", "C", "H", "H", "O", "H", "C", "H", "C", "H", "C", "C", "H", "C", "C", "C", "C", "S", "H", "H", "S", "C", "H", "H", "C", "H", "N", "H", "C", "H", "H", "C", "C", "O", "Ge", "C", "H", "C", "H", "H", "H", "N", "S", "C", "C", "H", "H", "C", "H", "C", "H", "C", "C", "C", "H", "C", "H", "H", "H", "H", "H"],
  "coordinates": [[0.047654, -2.451555, -2.170431], [2.684235, 0.337434, -3.628020], [-1.875765, -2.329464, 0.952951], [0.933745, 0.036307, -2.235180], [4.737440, 1.835802, -1.277365], [-3.485750, -2.864761, 4.265270], [-1.397845, -1.723644, 1.728280], [-0.447776, -2.208707, 1.966544], [-5.625382, -2.551539, 0.440732], [0.245865, -2.240619, -4.375533], [0.855271, 1.756455, 3.679200], [-3.165774, -1.014358, 2.742513], [-4.342134, -4.269616, -1.070667], [-0.796093, -0.203426, -0.877202], [-1.190967, 1.139222, 4.070977], [-2.387153, 1.090720, -2.128261], [-3.341160, -3.489968, 2.635204], [-1.651298, -3.926022, 3.902310], [-2.040692, -4.862475, 4.300918], [-1.747208, 2.270225, -1.878668], [5.935141, 1.949175, -1.979362], [1.446524, -0.027958, 0.761839], [6.940606, 2.848434, 0.014236], [-0.354215, -1.487330, -5.331872], [1.233058, 0.537931, 2.840673], [-1.849599, -0.300621, -1.854741], [-3.873720, 1.358245, -2.947515], [0.957598, 1.642814, 0.981988], [-0.794167, 2.333465, -1.371700], [-1.433455, -0.328424, -4.682299], [-2.470501, 3.398796, -2.345202], [0.812838, -0.363943, 3.300044], [3.676513, 2.112292, 0.566390], [-3.636343, 3.047136, -2.952976], [-0.202286, -1.536456, -6.398416], [3.579941, 1.307055, -1.910956], [-1.060007, -3.452028, 4.689413], [-4.772169, -2.350541, -0.187317], [-4.380772, 3.694010, -3.388038], [-2.118541, 1.047409, 1.102383], [-4.092590, -3.222949, -0.981707], [-1.102572, -0.838822, -3.073620], [2.468015, 1.314371, -1.346363], [-0.993014, 0.018122, 0.961601], [0.810388, 0.628294, 1.365786], [5.663108, 3.029010, 1.731781], [-0.179634, -1.879795, -3.061101], [1.366269, 2.637186, 3.276239], [-2.380797, -3.115525, -2.370680], [7.973643, 2.557397, -1.844929], [3.726690, 0.784380, -3.188435], [-4.159697, -0.764691, -0.312120], [-0.641415, 2.029541, 3.752315], [-3.033900, -2.594387, -1.686369], [7.808601, 3.246857, 0.521321], [-0.975961, -4.178567, 3.083291], [7.035725, 2.459812, -1.316531], [1.246962, 1.613736, 4.688599], [5.734960, 2.727509, 0.696164], [-1.763649, -1.147872, 3.783561], [-2.297954, -1.642496, 2.965076], [-2.928422, -1.260219, -1.411213], [-2.780004, -3.010928, 3.444096], [-2.142797, 4.420860, -2.228321], [4.622236, 2.219565, 0.054215], [-1.046829, 2.350474, 2.791397], [2.317847, 0.411633, 2.885435], [6.003087, 1.651988, -3.014350], [-0.862881, 2.819866, 4.469171], [0.958931, -3.023815, -4.584454]],
  "atomic_forces_ev_per_a": [[0.0, 0.0, 0.0], [0.2, 0.0, 0.2], [0.0, 0.0, 0.0], [-0.1, 0.0, -0.2], [0.1, 0.0, 0.0], [0.0, 0.0, 0.0], [0.0, 0.0, 0.0], [0.0, 0.0, 0.0], [0.0, 0.0, 0.0], [0.0, 0.0, 0.0], [0.0, 0.0, 0.0], [0.0, 0.0, 0.0], [0.0, 0.0, 0.0], [0.0, -0.1, 0.1], [0.0, 0.0, 0.0], [0.0, 0.0, 0.0], [0.0, 0.0, 0.0], [0.0, 0.0, 0.0], [0.0, 0.0, 0.0], [0.0, 0.0, 0.0], [0.0, 0.0, 0.0], [0.0, 0.0, 0.0], [0.0, 0.0, 0.0], [0.0, 0.0, 0.0], [0.0, 0.0, 0.0], [0.0, 0.0, 0.0], [0.0, 0.0, 0.0], [0.0, 0.0, 0.0], [0.0, 0.0, 0.0], [0.0, 0.0, 0.0], [0.0, 0.0, 0.0], [0.0, 0.0, 0.0], [0.0, 0.0, 0.0], [0.0, 0.0, 0.0], [0.0, 0.0, 0.0], [0.0, -0.1, -0.4], [0.0, 0.0, 0.0], [0.0, 0.0, 0.0], [0.0, 0.0, 0.0], [0.0, 0.0, 0.0], [0.0, 0.0, 0.0], [0.0, 0.0, 0.0], [0.0, 0.0, 0.2], [-0.1, 0.0, 0.0], [0.1, 0.0, 0.0], [0.0, 0.0, 0.0], [-0.1, 0.0, 0.0], [0.0, 0.0, 0.0], [0.0, 0.0, 0.0], [0.0, 0.0, 0.0], [-0.2, 0.1, 0.1], [0.0, 0.0, 0.1], [0.0, 0.0, 0.0], [0.0, 0.0, 0.0], [0.0, 0.0, 0.0], [0.0, 0.0, 0.0], [0.0, 0.0, 0.0], [0.0, 0.0, 0.0], [0.0, 0.0, 0.0], [0.0, 0.0, 0.0], [0.0, 0.0, 0.0], [0.0, 0.0, 0.0], [0.0, 0.0, 0.0], [0.0, 0.0, 0.0], [-0.1, 0.0, 0.0], [0.0, 0.0, 0.0], [0.0, 0.0, 0.0], [0.0, 0.0, 0.0], [0.0, 0.0, 0.0], [0.0, 0.0, 0.0]],
  "mulliken_spin": [-0.004, 0.289, 0.000, 0.850, -0.019, 0.000, 0.002, 0.000, 0.000, 0.011, 0.000, 0.000, 0.000, 0.073, 0.000, -0.007, 0.000, 0.000, 0.000, -0.011, 0.064, -0.007, 0.067, 0.018, -0.001, 0.020, 0.000, 0.000, 0.003, 0.002, -0.002, 0.000, 0.013, -0.001, 0.001, 0.259, 0.000, 0.003, 0.000, 0.001, 0.000, 0.037, 0.343, 0.009, 0.005, 0.000, 0.009, 0.000, -0.002, -0.001, -0.010, 0.001, 0.001, 0.001, 0.002, 0.000, -0.034, 0.000, -0.023, 0.000, 0.000, 0.000, 0.000, 0.000, 0.040, 0.000, 0.000, -0.002, 0.000, 0.001],
  "total_charge": 1,
  "de_lowest_kj_mol": 3.3,
  "multiplicity": 3,
  "homo_lumo_gap_ev": [7.6, 5.7],
  "lumo_ev": [-3.628, -5.674]
}

{
  "formula": "C28H33FN8O4SSr",
  "method": "ωB97M-V/def2-TZVPD",
  "species": ["O", "H", "H", "N", "C", "H", "C", "C", "C", "H", "H", "H", "H", "H", "H", "Sr", "N", "C", "O", "N", "C", "H", "H", "H", "H", "S", "C", "C", "H", "H", "C", "N", "C", "O", "C", "C", "C", "H", "C", "O", "H", "H", "H", "H", "C", "F", "H", "H", "H", "C", "H", "N", "C", "H", "C", "C", "C", "C", "H", "C", "C", "H", "C", "N", "H", "H", "H", "C", "C", "H", "N", "H", "N", "C", "C", "H"],
  "coordinates": [[0.066629, 4.962016, 3.422043], [1.720883, 2.290083, 6.063661], [2.333464, -0.879607, 1.871539], [2.242552, 4.138460, -1.830134], [0.769504, 3.483561, 1.397912], [0.853930, 3.813520, 5.831812], [0.950323, 2.789268, 5.476955], [0.107521, -6.002401, 0.251907], [1.341664, 2.754593, 4.004187], [1.578442, -1.935341, -6.586489], [-2.921589, -1.951194, 1.845782], [-2.944233, 2.159343, -0.839402], [-1.818747, -3.051473, 1.061227], [-1.878717, -5.642980, -0.508339], [-0.117080, -6.986862, 0.641531], [0.698103, -0.659274, -1.017703], [0.361396, -1.401091, 1.613766], [1.195330, -0.546734, 3.677958], [2.911990, 3.943701, -2.825872], [-0.026092, 3.796862, -0.850450], [-0.651579, -1.071300, -3.618982], [-1.976842, -0.171689, 0.129784], [-2.054289, 2.595369, 0.638183], [-2.878180, 3.841780, -0.307867], [-2.298030, -1.039248, -4.983823], [0.124688, 3.569715, 3.023008], [-1.091258, 3.054493, -1.216092], [0.061127, 4.468254, 0.449310], [-2.125947, -1.125186, 3.842986], [2.045918, -0.190744, 4.243628], [-0.868851, -1.468928, 2.143299], [0.684606, -1.237430, -3.436732], [-1.574763, -3.123130, -1.591607], [-1.084814, 2.772105, 3.077276], [-2.309663, 2.912649, -0.375685], [0.923557, -1.686797, -5.763841], [1.370504, -5.463903, 0.400570], [-2.607035, -3.467473, -1.454590], [-2.236957, -1.229293, -0.042366], [2.560403, 4.864087, -0.899813], [2.162966, -6.003184, 0.899006], [2.496299, -1.669672, -4.286559], [0.899374, 2.283773, -3.574218], [2.287266, 3.266083, 3.825929], [-0.070592, -0.607121, 4.224960], [0.371710, 1.207306, 0.045505], [0.003224, 2.277140, 5.640782], [-0.248287, -0.289270, 5.244389], [-0.960463, 4.669333, 0.764806], [-0.874196, -5.257315, -0.389092], [-0.860555, -1.587080, -6.943164], [-1.429729, -1.716533, -1.209540], [-1.569233, -0.730089, -2.374210], [1.406958, 1.734630, 3.621386], [0.904683, 3.598851, -1.838881], [-0.551613, -3.999158, -0.860527], [-1.120920, -1.075203, 3.446935], [3.331065, -0.519576, -0.508638], [0.592771, 2.458636, 1.035816], [0.381528, 2.724178, -2.739504], [1.438582, -1.546819, -4.484140], [-1.351151, -3.217487, -2.656535], [1.610117, -4.192326, -0.107036], [-0.889200, 2.393826, -2.339541], [-2.605345, -0.666033, -2.719031], [-3.297211, -1.284917, -0.321777], [0.571944, 5.419095, 0.364197], [-0.429357, -1.493184, -5.955216], [-1.233192, -1.185748, -4.865987], [-1.308724, 0.303230, -2.026342], [4.431885, -0.710678, -0.194443], [2.583011, -3.722591, -0.006568], [0.681432, -3.477253, -0.726325], [-1.997613, -1.995391, 1.267485], [1.363929, -0.945518, 2.356541], [1.840792, 3.678268, 1.430995]],
  "atomic_forces_ev_per_a": [[-0.1, -0.2, 0.1], [0.0, 0.0, 0.0], [0.0, 0.0, 0.0], [-0.8, 0.8, -0.5], [0.1, 0.4, 0.0], [0.0, 0.0, 0.0], [0.0, -0.1, -0.1], [0.0, 0.0, 0.0], [0.2, -0.1, 0.2], [0.0, 0.0, 0.0], [0.0, 0.0, 0.0], [0.0, 0.0, 0.0], [0.0, 0.0, 0.0], [0.0, 0.0, 0.0], [0.0, 0.0, 0.0], [3.0, 0.2, 1.5], [-0.4, 0.0, -0.3], [0.1, -0.3, -0.1], [0.1, -0.3, 0.3], [-0.5, 0.6, -0.3], [-0.2, 0.0, 1.0], [-0.1, -0.2, -0.2], [0.0, 0.0, 0.0], [0.0, 0.0, 0.0], [0.0, 0.0, 0.0], [-0.3, 0.4, 0.0], [-0.1, -0.2, 0.3], [0.2, -0.5, 0.1], [0.0, 0.0, 0.0], [0.0, -0.1, 0.0], [0.0, -0.1, -0.2], [-1.2, 0.0, -0.5], [0.3, 0.2, 0.3], [-0.1, 0.2, 0.0], [-0.1, 0.0, 0.0], [0.1, 0.0, 0.0], [0.1, 0.1, 0.0], [0.1, -0.2, 0.1], [0.4, -0.3, -0.6], [0.1, -0.4, 0.1], [0.0, 0.0, 0.0], [0.0, 0.0, 0.0], [-0.2, 0.1, -0.2], [0.0, 0.0, 0.0], [-0.1, 0.0, 0.0], [-0.6, 0.0, 0.1], [0.0, 0.0, 0.0], [0.0, 0.0, 0.0], [0.0, 0.0, 0.0], [0.0, -0.1, 0.0], [0.0, 0.0, 0.0], [-1.1, 0.8, -1.0], [0.5, -0.7, -0.1], [0.0, 0.3, 0.0], [0.8, -0.2, 0.3], [0.1, 0.3, -0.1], [0.1, 0.0, 0.1], [-0.2, -0.2, -0.2], [0.2, 0.1, 0.1], [-0.3, -0.1, 0.3], [0.0, 0.1, 0.0], [-0.1, 0.1, 0.0], [0.1, -0.1, 0.1], [0.4, 0.1, -0.5], [0.0, 0.0, -0.1], [0.0, 0.0, 0.1], [0.1, -0.1, -0.1], [0.0, 0.0, -0.1], [0.0, 0.0, -0.1], [-0.4, -0.7, -0.2], [0.2, 0.0, 0.1], [0.0, 0.0, 0.0], [-0.7, 0.0, -0.2], [0.2, 0.1, 0.1], [0.1, 0.1, 0.2], [0.0, 0.1, 0.0]],
  "lowdin_charge": [-0.316, 0.078, 0.081, -0.321, -0.224, 0.077, -0.109, -0.056, -0.305, 0.111, 0.116, 0.080, 0.107, 0.115, 0.110, 1.337, 0.057, -0.071, 0.089, 0.041, -0.264, 0.114, 0.074, 0.091, 0.118, 0.637, -0.365, -0.106, 0.114, 0.112, -0.263, -0.011, -0.114, -0.324, 0.008, -0.043, -0.048, 0.132, -0.152, 0.079, 0.108, 0.126, 0.119, 0.111, -0.052, -0.621, 0.069, 0.111, 0.117, -0.033, 0.114, -0.315, -0.152, 0.061, -0.151, -0.272, -0.009, -0.450, 0.054, -0.045, -0.103, 0.126, -0.113, 0.095, 0.127, 0.126, 0.124, -0.044, -0.019, 0.063, -0.148, 0.114, 0.070, -0.092, -0.116, 0.113],
  "total_charge": 0,
  "de_lowest_kj_mol": 153.7,
  "multiplicity": 1,
  "homo_lumo_gap_ev": 8.7,
  "lumo_ev": -0.203
}